Record 1
Density functional theory data (ωB97M-V/def2-TZVPD) for a molecular structure, C41H31IrN8O4Se.

Geometry (Å):
Ir1 -2.4809 0.0304 -1.0276
O1 -2.2442 -2.4414 -4.3030
C1 -2.4568 -2.0831 -3.1666
N1 -3.2008 -0.9970 -2.7554
C2 -4.4388 -0.7291 -3.2272
C3 -5.0725 -1.4057 -4.2930
C4 -6.3493 -1.0633 -4.6342
C5 -7.0458 -0.0388 -3.9428
C6 -6.4703 0.6384 -2.9103
C7 -5.1443 0.3134 -2.5123
N2 -4.4149 0.9002 -1.5441
C8 -4.7708 2.1211 -0.9882
O2 -5.8901 2.5587 -0.8488
C9 -3.5748 2.9616 -0.6106
C10 -3.7546 4.1921 -0.0059
C11 -2.6338 4.9646 0.2510
C12 -1.3866 4.4896 -0.1248
C13 -1.3054 3.2438 -0.7264
N3 -2.3763 2.4883 -0.9543
C14 -1.9275 -2.8799 -1.9912
C15 -1.4513 -4.1653 -2.1765
C16 -1.1190 -4.9069 -1.0522
C17 -1.2733 -4.3399 0.2038
C18 -1.7360 -3.0348 0.2929
N4 -2.0523 -2.3255 -0.7841
H1 -4.5320 -2.1673 -4.8349
H2 -6.8422 -1.5765 -5.4498
H3 -8.0587 0.2019 -4.2385
H4 -7.0060 1.4028 -2.3734
H5 -4.7554 4.5140 0.2436
H6 -2.7308 5.9294 0.7319
H7 -0.4851 5.0617 0.0503
H8 -0.3534 2.8270 -1.0333
H9 -1.3724 -4.5586 -3.1803
H10 -0.7615 -5.9237 -1.1528
H11 -1.0525 -4.8954 1.1057
H12 -1.8626 -2.5365 1.2484
O3 -2.7379 0.7304 1.5387
C19 -1.5183 0.8010 1.5006
N5 -0.6686 1.2997 2.4347
C20 0.7028 1.3332 1.9405
C21 0.4760 0.6999 0.5431
O4 1.4175 0.5191 -0.2525
N6 -0.7998 0.3551 0.3901
C22 1.6420 0.4089 2.7129
C23 2.9978 0.3991 2.3847
C24 3.8640 -0.4744 3.0209
C25 3.3886 -1.3459 3.9966
C26 2.0436 -1.3326 4.3299
C27 1.1705 -0.4583 3.6884
C28 1.2434 2.7653 1.8967
C29 1.8851 3.3121 0.7919
C30 2.3541 4.6217 0.8297
C31 2.1848 5.3964 1.9648
C32 1.5578 4.8495 3.0784
C33 1.1020 3.5428 3.0450
H13 -1.0119 1.8372 3.2133
H14 3.3728 1.0816 1.6323
H15 4.9166 -0.4686 2.7644
H16 4.0690 -2.0177 4.5054
H17 1.6666 -1.9965 5.0975
H18 0.1191 -0.4625 3.9452
H19 2.0319 2.7161 -0.0966
H20 2.8536 5.0350 -0.0381
H21 2.5480 6.4157 1.9896
H22 1.4348 5.4380 3.9781
H23 0.6443 3.1259 3.9366
C34 1.7434 -2.5321 0.5226
N7 2.8077 -2.1858 -0.4100
C35 2.6682 -1.5383 -1.5704
Se1 1.0931 -0.8861 -2.3418
N8 3.8819 -1.4073 -2.1288
C36 4.8433 -1.9861 -1.3128
C37 6.2223 -2.1153 -1.4354
C38 6.8683 -2.7579 -0.3994
C39 6.1714 -3.2551 0.7150
C40 4.8031 -3.1244 0.8339
C41 4.1541 -2.4759 -0.2117
H24 0.8038 -2.1785 0.1116
H25 1.9386 -2.0508 1.4804
H26 1.7121 -3.6144 0.6389
H27 4.0249 -0.9170 -2.9962
H28 6.7634 -1.7351 -2.2911
H29 7.9416 -2.8842 -0.4448
H30 6.7271 -3.7538 1.4979
H31 4.2648 -3.4993 1.6942

## Properties
* total charge: +1
* Kohn-Sham gap (spin up / spin down): 7.1 / 5.8 eV
* multiplicity: 6
* LUMO level (spin up / spin down): -2.374 / -4.744 eV
* ΔE to the lowest compared entry with this formula, charge and spin: 27.8 kcal per mole
* E_tot: -131310.89648 eV

Atomic partial charges in e from the Löwdin method, atoms 1 to 5:
1. Ir 1.326
2. O 0.103
3. C -0.459
4. N -0.037
5. C -0.185

Record 2
Density functional theory data (ωB97M-V/def2-TZVPD) for a molecular structure, C5H12N2.

Geometry (Å):
C1 1.6768 0.3422 0.0870
C2 0.6364 0.2387 -1.1981
C3 -0.6498 -0.2306 -0.7557
C4 -1.0431 -1.7291 -0.1944
C5 -1.6847 -0.8977 1.0040
H1 1.0347 1.8221 1.4740
H2 1.7331 2.1729 -0.4769
H3 1.5873 -0.3988 1.0858
H4 2.5886 0.0017 -0.4546
H5 1.1249 -0.3304 -2.1570
H6 0.6808 1.4542 -1.3135
H7 -1.4921 0.1707 -1.4840
H8 -1.5692 -2.2047 -0.9478
H9 -0.2427 -2.5516 0.1459
H10 -1.1902 -0.7415 2.1378
H11 -2.7693 -0.6034 1.0343
H12 -0.2691 0.3064 0.8106
N1 1.8499 1.6262 0.4993
N2 -1.1113 0.4540 0.4277

## Properties
* Kohn-Sham gap: 9.6 eV
* LUMO level: 0.926 eV
* ΔE to the lowest compared entry with this formula, charge and spin: 165.9 kcal per mole
* E_tot: -8352.94097 eV

Atomic partial charges in e from the Löwdin method, atoms 1 to 5:
1. C -0.431
2. C -0.152
3. C -0.450
4. C -0.071
5. C -0.133

Record 3
Density functional theory data (ωB97M-V/def2-TZVPD) for 13 unconnected molecules or ions with the total composition C39H85ClN10O17.

Geometry (Å):
C1 2.0706 0.0308 -2.6052
C2 2.2648 -0.7301 -1.2788
C3 2.7996 0.2547 -0.2161
C4 1.7821 1.2910 0.1540
C5 0.6850 0.5575 0.8803
C6 -0.0661 -0.5064 0.1287
N1 0.9136 -1.2723 -0.8502
O1 0.5645 -2.3596 -1.2258
C7 -1.1355 0.1778 -0.7520
C8 -0.6028 -1.5139 1.2013
C9 3.3104 -1.8999 -1.3085
H1 1.8455 -0.5913 -3.4722
H2 2.9428 0.6744 -2.7198
H3 1.2479 0.7493 -2.5941
H4 3.7994 0.6295 -0.4449
H5 3.0757 -0.3271 0.6711
H6 1.3456 1.8898 -0.6478
H7 2.3639 2.0089 0.7383
H8 -0.0545 1.2312 1.3203
H9 1.1920 0.1570 1.7648
H10 -0.6774 0.9045 -1.4227
H11 -1.9702 0.6487 -0.2377
H12 -1.5324 -0.6166 -1.3887
H13 -1.3457 -2.1972 0.7898
H14 -1.0173 -0.9845 2.0582
H15 0.1966 -2.1508 1.5810
H16 2.9088 -2.4039 -2.1897
H17 3.3679 -2.5107 -0.4105
H18 4.3046 -1.5275 -1.5505
Cl1 3.1368 -5.7287 0.2518
O2 3.0820 -4.7245 1.2975
O3 2.3802 -5.1551 -0.8639
O4 4.4859 -5.9039 -0.1910
O5 2.4685 -6.9493 0.6307
O6 0.4606 -2.0328 5.8366
C10 0.6557 -2.8425 4.9133
N2 -0.3244 -3.1242 4.0445
C11 1.9232 -3.6469 4.8681
H19 -1.1958 -2.6042 4.0066
H20 -0.2874 -3.8986 3.4007
H21 2.0286 -4.0494 3.8611
H22 1.9267 -4.4224 5.6354
H23 2.7728 -3.0531 5.2032
O7 0.0227 -5.3639 -4.5144
C12 1.2084 -5.0519 -4.5448
N3 2.1183 -5.8207 -3.9334
C13 1.5728 -3.7011 -5.1376
H24 1.8074 -6.4065 -3.1735
H25 3.1034 -5.6274 -3.9829
H26 2.5962 -3.3789 -5.3401
H27 1.2204 -3.0704 -4.3184
H28 1.0752 -3.6020 -6.0993
O8 1.2493 3.4798 -3.4907
C14 1.0135 3.9195 -2.3694
N4 -0.1400 3.6087 -1.7366
C15 1.9661 4.8861 -1.7074
H29 -0.8791 3.4040 -2.3915
H30 -0.2700 4.1940 -0.9072
H31 2.4796 5.4270 -2.4961
H32 2.5042 4.2113 -1.0340
H33 1.5138 5.6372 -1.0587
O9 4.8224 3.1304 0.5424
C16 5.9049 3.6962 0.4252
N5 6.8672 3.3118 -0.4180
C17 6.1649 4.9426 1.2560
H34 6.5474 2.5808 -1.0562
H35 7.7428 3.7491 -0.6377
H36 6.8679 5.6662 0.8435
H37 6.4676 4.6601 2.2631
H38 5.2009 5.4499 1.2796
O10 -1.0381 -1.3766 -3.8001
C18 -1.9859 -2.0972 -4.1102
N6 -2.6330 -2.0062 -5.2697
C19 -2.3674 -3.2415 -3.1930
H39 -3.3747 -2.5875 -5.6165
H40 -2.3169 -1.2967 -5.9133
H41 -3.4382 -3.3139 -3.0002
H42 -1.6988 -3.2855 -2.3387
H43 -2.1502 -4.1728 -3.7275
O11 6.0485 1.1025 -2.0926
C20 5.8075 0.8000 -3.2638
N7 5.1847 1.6588 -4.0755
C21 6.3756 -0.5186 -3.7450
H44 4.9278 2.5684 -3.7317
H45 4.9655 1.2917 -4.9861
H46 5.6607 -1.3093 -3.5302
H47 7.3493 -0.5694 -3.2647
H48 6.6397 -0.5091 -4.8049
O12 -2.4478 -1.1720 4.2932
C22 -2.7555 -0.5514 5.3040
N8 -2.0943 -0.6733 6.4488
C23 -3.9086 0.4587 5.3705
H49 -1.2616 -1.2572 6.3702
H50 -2.2189 -0.0964 7.2607
H51 -3.7314 1.5053 5.1257
H52 -4.3548 0.5793 6.3608
H53 -4.6939 0.0091 4.7611
O13 1.6539 0.4435 -6.8572
C24 1.3103 1.4009 -6.1728
N9 2.2280 2.3421 -5.8355
C25 -0.0993 1.4846 -5.5626
H54 1.8982 2.9538 -5.0926
H55 3.1771 2.2245 -6.1330
H56 -0.9496 1.3108 -6.2196
H57 -0.0884 2.5650 -5.3967
H58 -0.2587 0.8641 -4.6838
C26 -7.7717 -2.2663 -2.5717
C27 -6.7951 -2.7228 -1.4917
N10 -6.6824 -1.8234 -0.3356
C28 -7.9639 -1.4545 0.2807
C29 -7.7540 -0.1330 1.0248
C30 -5.6851 -2.1917 0.6589
C31 -4.4913 -1.2227 0.6270
H59 -8.8077 -2.2231 -2.2484
H60 -7.6893 -2.9724 -3.4012
H61 -7.4461 -1.3266 -3.0217
H62 -7.1355 -3.6905 -1.0913
H63 -5.7965 -2.8908 -1.8974
H64 -8.7898 -1.2997 -0.4109
H65 -8.3422 -2.2734 0.9112
H66 -7.5626 0.5695 0.2157
H67 -8.6778 0.0678 1.5798
H68 -7.0654 -0.0206 1.8627
H69 -5.4439 -3.2527 0.5328
H70 -6.1602 -2.1931 1.6439
H71 -4.0922 -1.2703 -0.3905
H72 -3.7095 -1.6427 1.2624
H73 -4.7599 -0.1867 0.8157
O14 -1.0322 5.0423 0.3176
C32 -1.5358 5.1123 1.4068
O15 -1.6642 6.3373 2.0135
C33 -2.2695 6.2013 3.3303
C34 -2.0332 4.7602 3.7102
C35 -2.0616 4.0586 2.3563
H74 -3.3235 6.4899 3.3653
H75 -1.8129 6.9881 3.9297
H76 -2.6862 4.2657 4.4257
H77 -1.0211 4.6527 4.1066
H78 -3.0953 3.9859 2.0052
H79 -1.4528 3.1599 2.3795
O16 -0.6369 2.1690 6.3585
C36 0.4211 1.6548 6.1233
O17 1.3347 1.6167 7.1231
C37 2.5470 1.0168 6.6507
C38 2.4759 1.0957 5.1197
C39 1.0001 1.1546 4.7982
H80 2.7120 -0.0209 6.9437
H81 3.4522 1.5467 6.9425
H82 2.9059 0.2606 4.5676
H83 3.0280 1.9918 4.8328
H84 0.5524 0.1692 4.6435
H85 0.6158 1.7727 3.9886

## Properties
* Kohn-Sham gap: 5.8 eV
* LUMO level: -2.502 eV
* E_tot: -104046.05498 eV

Atomic partial charges in e from the Löwdin method, atoms 1 to 5:
1. C 0.025
2. C -0.390
3. C -0.138
4. C -0.171
5. C -0.163

Record 4
Density functional theory data (ωB97M-V/def2-TZVPD) for 3 unconnected molecules or ions with the total composition C4H15NO2.

Geometry (Å):
C1 1.0278 -0.2880 2.1730
C2 -0.1267 0.4730 1.4917
C3 -1.0916 -0.3460 0.6500
N1 -0.3980 -0.7701 -0.6108
C4 -1.2670 -1.1548 -1.7171
H1 0.8215 -1.3625 2.1743
H2 2.0048 -0.2288 1.7099
H3 0.9842 -0.0398 3.2347
H4 -0.7763 0.7738 2.3270
H5 0.1251 1.4465 1.0330
H6 -1.5050 -1.2635 1.0887
H7 -1.8628 0.3416 0.3152
H8 0.4420 -0.2131 -0.6120
H9 -1.5231 -2.1949 -1.7900
H10 -2.2681 -0.7501 -1.4513
H11 -1.1083 -0.5973 -2.6384
H12 1.1519 -3.7207 -1.4243
H13 0.6543 -2.2823 -1.3008
O1 0.9847 -2.9426 -1.9537
H14 0.7613 4.4289 -0.7119
H15 1.7735 5.5987 -0.7043
O2 1.1960 5.0918 -1.2829

## Properties
* total charge: -1
* Kohn-Sham gap (spin up / spin down): 2.4 / 9.0 eV
* multiplicity: 2
* LUMO level (spin up / spin down): 3.396 / 3.263 eV
* ΔE to the lowest compared entry with this formula, charge and spin: 28.5 kcal per mole
* E_tot: -9974.19856 eV

Atomic partial charges in e from the Löwdin method, atoms 1 to 5:
1. C -0.171
2. C -0.376
3. C -0.282
4. N -0.158
5. C -0.184